# C6H12NO3

A gas-phase ion, C6H12NO3 (charge +1) (ωB97M-V/def2-TZVPD, OMol25).

Properties
Highest occupied orbital energy (spin up / spin down) = -11.40 / -11.63 eV
Energy above the lowest of the compared OMol25 structures with the same formula, charge and spin = 87.9 kcal/mol
Frontier orbital gap (spin up / spin down) = 7.55 / 7.85 eV
Charge = +1
LUMO (spin up / spin down) = -3.847 / -3.772 eV

Last column: natural (NBO) charge in e.
Geometry (Å):
C  3.2645  0.1867  0.4983  -0.0413
C  -0.7942  -0.2519  -0.6613  -0.3471
C  0.9222  0.4437  0.8672  -0.0329
C  0.4126  0.7107  -0.5346  0.0537
C  -1.7032  -0.1816  0.5058  0.7515
C  -0.3289  -1.6907  -0.8313  -0.6531
N  -2.5308  0.8924  0.5926  -0.7054
O  2.1943  0.4729  1.1970  -0.3423
O  -0.2583  1.8688  -0.9041  -0.7229
O  -1.6227  -0.9187  1.5519  -0.5859
H  3.4414  0.3116  -0.5954  0.1685
H  4.1759  -0.0118  1.0807  0.1884
H  -1.3070  -0.0406  -1.5766  0.2649
H  0.2320  0.7781  1.6203  0.1697
H  1.0846  0.5080  -1.2436  0.1934
H  0.5015  -1.9765  -0.1537  0.2260
H  -0.1019  -1.9687  -1.9639  0.2640
H  -1.0654  -2.4089  -0.6698  0.2232
H  -3.1061  1.0933  1.4723  0.4461
H  -2.6266  1.5395  -0.1637  0.4464
H  0.1942  2.3308  -1.5380  0.4895
H  -0.9781  -1.6871  1.4501  0.5457

***

# C21H30NO3

A gas-phase ion, C21H30NO3 (charge +1) (ωB97M-V/def2-TZVPD, OMol25).

Properties
Highest occupied orbital energy = -10.87 eV
Energy above the lowest of the compared OMol25 structures with the same formula, charge and spin = 19.2 kcal/mol
Frontier orbital gap = 8.49 eV
Charge = +1
SMILES string = CCOCCC[NH2+]Cc1ccc(OCc2ccccc2C)c(OC)c1
LUMO = -2.384 eV

Last column: natural (NBO) charge in e.
Geometry (Å):
C  5.9839  2.4791  0.8720  -0.6273
C  6.4204  1.0517  0.5958  -0.0589
H  6.6160  0.5136  1.5329  0.1776
H  7.3333  1.0365  -0.0103  0.1869
O  5.3779  0.3913  -0.1185  -0.5839
C  5.6300  -0.9805  -0.3880  -0.0659
C  4.4299  -1.5676  -1.1317  -0.4418
C  3.1524  -1.4713  -0.3040  -0.2268
N  2.7990  -0.0436  -0.1101  -0.5289
H  3.7221  0.4258  0.1022  0.4735
C  1.7548  0.2102  0.9281  -0.2333
C  0.4381  -0.3623  0.4906  -0.1020
C  0.0188  -1.6106  0.9213  -0.2122
C  -1.1876  -2.1135  0.4808  -0.2377
C  -2.0064  -1.4100  -0.4021  0.2845
C  -1.5586  -0.1542  -0.8813  0.3260
C  -0.3525  0.3465  -0.4118  -0.3100
H  -0.0172  1.3167  -0.7465  0.2148
O  -2.3188  0.4817  -1.8092  -0.5091
C  -2.0029  1.8050  -2.1719  -0.2552
H  -1.0462  1.8611  -2.7017  0.1738
H  -1.9879  2.4658  -1.3005  0.1879
H  -2.7970  2.1212  -2.8448  0.2140
O  -3.1442  -2.0426  -0.7301  -0.4844
C  -4.2879  -1.3550  -1.2289  -0.0847
C  -4.7648  -0.2154  -0.3619  -0.0813
C  -5.1101  0.9830  -0.9761  -0.1824
C  -5.5486  2.0653  -0.2380  -0.2251
C  -5.6451  1.9567  1.1387  -0.1949
C  -5.3272  0.7609  1.7532  -0.2087
C  -4.8953  -0.3416  1.0227  0.0073
C  -4.5925  -1.6187  1.7472  -0.6340
H  -4.8255  -2.4875  1.1375  0.2214
H  -3.5353  -1.6666  2.0113  0.2182
H  -5.1698  -1.6703  2.6675  0.2230
H  -5.4252  0.6696  2.8254  0.2126
H  -5.9808  2.7957  1.7291  0.2189
H  -5.8155  2.9865  -0.7335  0.2173
H  -5.0397  1.0602  -2.0512  0.2068
H  -5.0504  -2.1414  -1.2719  0.2094
H  -4.1024  -0.9961  -2.2456  0.2023
H  -1.5393  -3.0746  0.8191  0.2407
H  0.6127  -2.1798  1.6194  0.2150
H  1.6821  1.2906  1.0674  0.2300
H  2.0861  -0.2463  1.8616  0.2276
H  2.4609  0.3358  -1.0001  0.4243
H  3.3137  -1.9150  0.6806  0.2170
H  2.3220  -1.9910  -0.7849  0.2440
H  4.3027  -1.0437  -2.0803  0.2204
H  4.6379  -2.6135  -1.3520  0.2524
H  5.7968  -1.5179  0.5565  0.1782
H  6.5356  -1.0780  -0.9983  0.2010
H  5.7527  2.9880  -0.0599  0.2198
H  6.7880  3.0119  1.3689  0.2381
H  5.1068  2.4985  1.5151  0.2042

***

# C9H36N18O9

9 unconnected molecules or ions with the total composition C9H36N18O9 (ωB97M-V/def2-TZVPD, OMol25).

Properties
Highest occupied orbital energy = -9.64 eV
Energy above the lowest of the compared OMol25 structures with the same formula, charge and spin = 10.2 kcal/mol
Frontier orbital gap = 9.96 eV
Charge = 0
SMILES string = NC(N)=O.NC(N)=O.NC(N)=O.NC(N)=O.NC(N)=O.NC(N)=O.NC(N)=O.NC(N)=O.NC(N)=O
LUMO = 0.321 eV

Last column: Löwdin charge in e.
Geometry (Å):
C  -1.6929  1.8753  -2.4203  -0.7313
O  -2.3866  0.9357  -2.6923  0.0298
N  -2.0268  3.1027  -2.8105  0.1597
N  -0.6598  1.7976  -1.5458  0.1710
H  -1.5793  3.9686  -2.5759  0.0780
H  -2.9619  3.0657  -3.2786  0.1387
H  -0.3691  0.9033  -1.1211  0.0878
H  -0.0316  2.5460  -1.2629  0.0490
C  -3.0351  -1.5468  4.0652  -0.6575
O  -2.6234  -1.9837  5.1424  -0.0184
N  -3.0898  -0.1589  3.8418  0.1320
N  -3.4553  -2.3764  3.0619  0.1490
H  -2.9379  0.1157  2.8609  0.0961
H  -2.5716  0.4492  4.4804  0.0986
H  -3.1955  -3.3446  3.3136  0.1154
H  -3.2525  -2.1698  2.0799  0.0631
C  2.4977  0.6216  0.8773  -0.6430
O  2.4746  1.3631  1.9096  -0.0622
N  2.5802  1.1508  -0.3481  0.1671
N  2.4404  -0.7394  0.8950  0.1637
H  2.9123  0.5692  -1.1082  0.1016
H  2.5870  2.1834  -0.4142  0.0877
H  2.1472  -1.1303  0.0011  0.0364
H  2.4109  -1.3672  1.7410  0.0678
C  -1.6554  -4.0450  -2.9702  -0.6361
O  -0.6706  -3.7866  -3.6714  -0.0105
N  -1.5758  -4.6780  -1.7857  0.1737
N  -2.9389  -3.7765  -3.4189  0.1849
H  -0.7680  -4.5105  -1.1639  0.1063
H  -2.4059  -4.9999  -1.3621  0.0903
H  -3.7506  -3.6815  -2.8858  0.0826
H  -2.9696  -3.4390  -4.3301  0.0787
C  2.5102  -2.7339  -2.3245  -0.6363
O  1.8892  -1.8334  -1.7987  -0.0329
N  3.8427  -2.7043  -2.0598  0.1686
N  1.9632  -3.5927  -3.2348  0.1955
H  4.3778  -3.5187  -2.2977  0.0966
H  4.1636  -2.2035  -1.2556  0.0980
H  0.9604  -3.5140  -3.2132  0.0309
H  2.3498  -4.4800  -3.5025  0.1092
C  1.2495  -1.7069  3.8748  -0.6278
O  1.8033  -2.4058  2.9790  -0.0554
N  0.4970  -2.3336  4.8232  0.1616
N  1.3772  -0.3621  3.9391  0.1751
H  -0.1947  -1.7852  5.2568  0.0520
H  0.1475  -3.2735  4.5828  0.1231
H  1.1058  0.1841  4.7890  0.1371
H  1.9306  0.1147  3.2353  0.0456
C  -0.2285  4.4356  1.6272  -0.7358
O  -1.1344  5.0998  1.1523  0.0028
N  0.7598  4.9973  2.3298  0.1686
N  -0.2242  3.0809  1.5702  0.1827
H  1.6666  4.8322  2.0277  0.0779
H  0.4820  5.9707  2.5189  0.1252
H  -0.9925  2.7833  0.9432  0.1061
H  0.4771  2.3575  1.6341  0.0710
C  1.2135  4.7723  -1.7628  -0.6453
O  1.5050  3.8507  -1.0054  -0.0141
N  1.7478  4.9935  -3.0032  0.1624
N  0.2504  5.6805  -1.3773  0.1636
H  2.4135  4.3634  -3.3497  0.0849
H  1.1523  5.5039  -3.6851  0.1248
H  0.1074  6.5821  -1.8384  0.1145
H  -0.0707  5.5790  -0.4154  0.0594
C  -1.3491  -1.9253  -0.4394  -0.5987
O  -2.5356  -2.0858  -0.0511  -0.0415
N  -0.3495  -2.6796  0.2768  0.1457
N  -0.9007  -1.3002  -1.5397  0.1828
H  0.6256  -2.5529  0.1216  0.0433
H  -0.6058  -2.9478  1.1926  0.0686
H  -1.5647  -0.8447  -2.1364  0.0760
H  0.1350  -1.3116  -1.6876  0.0842

***

# C5H14NO2

2 unconnected molecules or ions with the total composition C5H14NO2 (ωB97M-V/def2-TZVPD, OMol25).

Properties
Highest occupied orbital energy = -2.57 eV
Energy above the lowest of the compared OMol25 structures with the same formula, charge and spin = 18.4 kcal/mol
Frontier orbital gap = 6.27 eV
Charge = -1
LUMO = 3.701 eV

Last column: natural (NBO) charge in e.
Geometry (Å):
C  -2.1184  -0.5390  0.6505  -0.0069
O  -2.4149  -1.6957  0.0552  -0.9564
C  -1.0335  0.2369  -0.2436  -0.0827
C  0.1557  -0.6781  -0.5471  -0.2665
C  0.8738  -1.0738  0.7797  -0.6211
C  1.1778  -0.0476  -1.4711  -0.6026
N  -0.5794  1.5711  0.2262  -0.8975
H  -2.9836  0.1315  0.8083  0.0770
H  -1.6902  -0.6438  1.6944  0.0553
H  -1.5817  0.2861  -1.1918  0.1778
H  -0.3323  -1.5732  -0.9246  0.2550
H  0.2799  -1.7944  1.3509  0.2276
H  1.8853  -1.4682  0.6392  0.1717
H  0.9469  -0.2235  1.4667  0.1939
H  0.9880  -0.2173  -2.5367  0.1953
H  2.1655  -0.4645  -1.2803  0.1757
H  1.2075  1.0301  -1.3826  0.1996
H  -0.6661  1.6688  1.2365  0.3555
H  -1.1202  2.2839  -0.2345  0.3525
H  3.1368  0.6540  0.2317  0.4765
H  2.2556  1.9524  0.0538  0.4899
O  3.1062  1.6159  0.3900  -0.9695

***

# C32H26FeN3O6SSbSe5

A molecular structure, C32H26FeN3O6SSbSe5 (ωB97M-V/def2-TZVPD, OMol25).

Properties
Multiplicity = 5
Highest occupied orbital energy (spin up / spin down) = -2.94 / -2.94 eV
Energy above the lowest of the compared OMol25 structures with the same formula, charge and spin = 0.0 kcal/mol
Frontier orbital gap (spin up / spin down) = 5.21 / 5.90 eV
Charge = -2
LUMO (spin up / spin down) = 2.274 / 2.958 eV

Last column: Löwdin charge in e.
Geometry (Å):
Fe  0.8485  1.8317  -0.8672  0.1172
O  -0.2468  -0.0021  1.5918  -0.1051
C  0.8310  -0.8359  1.9366  -0.3263
C  1.9180  -0.5881  0.8459  -0.5420
O  2.8955  -1.3231  0.7938  0.0472
O  1.6748  0.3815  0.0565  -0.1362
C  1.4594  -0.4425  3.2740  -0.1250
C  2.3421  -1.3087  3.9166  -0.0256
C  2.9217  -0.9479  5.1212  -0.0956
C  2.6245  0.2825  5.6981  -0.1097
C  1.7525  1.1474  5.0573  -0.0737
C  1.1757  0.7900  3.8444  -0.0077
C  0.3349  -2.2878  1.9907  -0.1161
C  0.8591  -3.3343  1.2409  -0.0270
C  0.2843  -4.6016  1.2943  -0.1105
C  -0.8174  -4.8429  2.1001  -0.1007
C  -1.3324  -3.8083  2.8711  -0.0764
C  -0.7572  -2.5496  2.8192  -0.0110
H  -0.9360  0.0385  2.2781  -0.0423
H  2.5769  -2.2617  3.4590  0.1164
H  3.6072  -1.6282  5.6132  0.0910
H  3.0730  0.5615  6.6445  0.0889
H  1.5035  2.1080  5.4901  0.0934
H  0.5138  1.4820  3.3422  0.0613
H  1.7379  -3.1583  0.6384  0.1008
H  0.7092  -5.4061  0.7043  0.1028
H  -1.2682  -5.8272  2.1318  0.0964
H  -2.1890  -3.9793  3.5116  0.0991
H  -1.1740  -1.7506  3.4239  0.1134
N  -5.7603  1.3053  0.6042  0.1696
C  -5.4116  1.6870  -0.6505  -0.5209
O  -6.2008  2.1018  -1.4813  0.0416
C  -3.9499  1.5223  -0.9582  -0.1568
C  -3.2923  2.5256  -1.6541  -0.0260
C  -1.9239  2.4382  -1.7966  -0.1423
N  -1.2137  1.3972  -1.3365  -0.0434
C  -1.8607  0.3972  -0.7397  -0.1197
C  -3.2267  0.4300  -0.5161  -0.0263
H  -6.6788  1.5996  0.8944  0.1074
H  -5.0452  1.2991  1.3284  -0.0299
H  -3.8353  3.3920  -2.0004  0.1138
H  -1.3508  3.2298  -2.2649  0.1040
H  -1.2534  -0.4249  -0.3902  0.1161
H  -3.7002  -0.3787  0.0229  0.1151
Se  -1.6786  3.6752  4.5288  -0.0601
Sb  -2.1377  3.3239  2.1095  -0.2547
Se  -3.0462  1.1784  2.9410  0.0161
Se  -3.7252  4.8272  1.1180  -0.1835
Se  0.0475  3.4766  0.9067  0.0798
O  -1.1999  -4.9667  -1.6076  0.0935
C  -1.5336  -4.1772  -2.6585  -0.4829
O  -2.4046  -4.5310  -3.4092  0.0977
C  -0.7725  -2.9059  -2.7936  -0.1516
C  -1.3752  -1.8307  -3.4430  -0.0185
C  -0.7179  -0.6178  -3.5353  -0.1158
C  0.5621  -0.4491  -2.9956  -0.6266
S  1.3689  1.1218  -3.0535  0.6924
C  1.1891  -1.5507  -2.4097  -0.0913
C  0.5204  -2.7584  -2.2980  -0.0300
H  -0.6166  -4.4892  -0.9994  0.0582
H  -2.3733  -1.9562  -3.8422  0.1195
H  -1.2042  0.2331  -3.9952  0.1021
H  2.1922  -1.4473  -2.0198  0.1058
H  1.0390  -3.5917  -1.8393  0.1122
Se  1.8275  3.9537  -1.6119  0.6384
C  3.1644  3.5608  -2.9260  -0.7047
C  3.0702  4.0753  -4.2137  -0.1345
C  4.0952  3.8298  -5.1153  -0.1764
N  5.1809  3.1132  -4.8332  0.0330
C  5.2519  2.6065  -3.6007  -0.1662
C  4.2890  2.7990  -2.6250  -0.1351
H  2.2033  4.6508  -4.5102  0.0927
H  4.0349  4.2276  -6.1240  0.0921
H  6.1312  2.0095  -3.3805  0.0959
H  4.3989  2.3490  -1.6471  0.1034

***

# C11H14BN7STc

A molecular structure, C11H14BN7STc (ωB97M-V/def2-TZVPD, OMol25).

Properties
Multiplicity = 4
Highest occupied orbital energy (spin up / spin down) = -22.96 / -22.72 eV
Frontier orbital gap (spin up / spin down) = 5.55 / 4.57 eV
Charge = +4
LUMO (spin up / spin down) = -17.409 / -18.147 eV

Last column: natural (NBO) charge in e.
Geometry (Å):
C  2.8955  -0.5025  0.9343  0.0662
N  1.6079  -0.4176  0.5568  -0.2750
N  1.5617  0.2389  -0.6616  -0.2291
C  2.8389  0.4030  -1.0995  0.1428
C  3.7029  -0.0445  -0.1114  0.0565
B  0.2406  0.4746  -1.4373  0.5278
N  -0.6808  -0.7478  -1.1213  -0.3311
N  -0.8290  -1.4349  0.1237  -0.2729
C  -1.5683  -2.5598  -0.1483  0.0084
C  -1.8258  -2.6373  -1.5175  -0.2411
C  -1.2343  -1.5241  -2.0915  0.1555
Tc  0.0673  -1.4700  1.9403  0.9614
N  -0.3629  1.9605  -1.5488  -0.3707
N  -1.1323  2.6508  -0.6276  -0.0998
C  -1.4375  3.8494  -1.1549  -0.0432
C  -0.8657  3.9667  -2.4536  -0.0198
C  -0.2089  2.7499  -2.6597  0.2035
H  -2.0395  4.5975  -0.6391  0.2955
H  0.3551  2.3742  -3.5083  0.2689
H  -0.9280  4.8099  -3.1244  0.3030
H  0.5879  0.3420  -2.5987  0.0205
H  -1.1738  -1.2280  -3.1355  0.2972
H  3.0290  0.8149  -2.0783  0.3083
H  -2.3869  -3.4173  -2.0120  0.3215
H  4.7767  -0.0518  -0.1258  0.3168
H  -1.8838  -3.2354  0.6392  0.2616
H  3.1548  -0.8307  1.9309  0.2768
H  -1.7475  -0.9391  2.1284  0.3097
C  -1.7184  -1.7912  2.8852  -0.7125
H  -2.5653  -2.4361  2.6260  0.3419
H  -0.7877  -2.5183  2.8969  0.2279
H  -1.9111  -1.4072  3.8911  0.3314
S  0.3768  0.4514  3.0689  0.5858
C  0.8806  -0.0696  4.5805  -0.1241
N  1.2119  -0.4205  5.6529  0.1303